Entry 1:
The following is a DFT calculation (ωB97M-V with the def2-TZVPD basis set) of 2 unconnected molecules or ions with the total composition C6H13ClN.

For the highest occupied orbital energy (spin up / spin down), the calculation gives -12.215 / -13.272 eV. The total charge is +1. The electronic energy is -750.89797 Eh. The calculation puts the gap between HOMO and LUMO (spin up / spin down) at 7.9 / 9.4 eV. Its LUMO energy (spin up / spin down) is -0.159 / -0.140 hartree. Its spin multiplicity is 1.

Last column: natural (NBO) charge in e.
Cartesian coordinates (Å):
C (2.078, 0.442, 2.513)  -0.4885
C (2.128, 0.902, 1.302)  -0.0032
C (-0.949, 1.181, -0.407)  -0.4223
C (-0.940, -0.615, -1.924)  -0.4159
C (-1.261, -1.052, 0.412)  -0.4152
C (0.741, -0.552, -0.503)  -0.1896
N (-0.630, -0.239, -0.613)  -0.2841
Cl (2.448, 2.217, 0.418)  0.1572
H (2.658, 0.908, 3.234)  0.2387
H (1.757, -0.521, 2.716)  0.2328
H (-0.439, 1.680, 0.507)  0.2596
H (-0.470, 1.770, -1.123)  0.2331
H (-1.981, 1.370, -0.415)  0.2372
H (-0.920, -1.692, -1.946)  0.2367
H (-1.998, -0.401, -2.205)  0.2401
H (-0.249, -0.110, -2.609)  0.2422
H (-1.249, -2.157, 0.187)  0.2446
H (-0.681, -0.907, 1.327)  0.2442
H (-2.318, -0.701, 0.473)  0.2354
H (1.298, -0.022, -1.236)  0.2003
H (0.975, -1.502, -0.110)  0.2167

=====

Entry 2:
The following is a DFT calculation (ωB97M-V with the def2-TZVPD basis set) of a molecular structure, C6H13ClNO2.

For the highest occupied orbital energy, the calculation gives -14.244 eV. The total charge is +1. The electronic energy is -901.51702 Eh. The calculation puts the gap between HOMO and LUMO at 11.2 eV. Its LUMO energy is -0.112 hartree. Its spin multiplicity is 1.

Last column: natural (NBO) charge in e.
Cartesian coordinates (Å):
C (1.361, -1.204, 0.017)  0.7575
C (-0.477, 0.776, 1.938)  -0.6566
C (-2.341, 1.574, -1.236)  -0.4159
C (3.551, -1.753, -0.495)  -0.2626
C (0.014, -0.687, -0.538)  -0.3329
C (-0.648, 0.885, 0.427)  0.0481
N (-2.014, 0.789, 0.058)  -0.5473
O (1.579, -1.129, 1.201)  -0.5636
O (2.181, -1.763, -0.921)  -0.4866
Cl (-1.250, -1.908, -0.313)  0.0137
H (-0.711, 1.769, 2.357)  0.2334
H (0.600, 0.475, 2.027)  0.3013
H (-1.225, 0.136, 2.217)  0.2087
H (-3.351, 2.028, -1.166)  0.2496
H (-1.627, 2.348, -1.334)  0.2281
H (-2.320, 0.951, -2.112)  0.2424
H (3.938, -0.815, -0.669)  0.1879
H (4.057, -2.564, -1.069)  0.2183
H (3.542, -1.930, 0.573)  0.2144
H (-0.023, -0.634, -1.681)  0.2579
H (-0.110, 1.665, -0.012)  0.2211
H (-2.479, 1.129, 0.897)  0.4423
H (-2.246, -0.137, -0.166)  0.4408

=====

Entry 3:
The following is a DFT calculation (ωB97M-V with the def2-TZVPD basis set) of 2 unconnected molecules or ions with the total composition C6H13ClNO6.

For the highest occupied orbital energy, the calculation gives -14.050 eV. The total charge is +1. The electronic energy is -1202.53121 Eh. The calculation puts the gap between HOMO and LUMO at 11.1 eV. Its LUMO energy is -0.109 hartree. Its spin multiplicity is 1.

Last column: natural (NBO) charge in e.
Cartesian coordinates (Å):
C (-3.590, 0.843, 0.194)  0.4115
C (1.580, 1.979, -0.244)  -0.1047
C (1.871, 0.743, 0.780)  0.0403
C (0.755, -0.228, 0.849)  0.0126
C (0.540, -0.826, -0.594)  0.0044
C (-0.649, -1.888, -0.377)  0.7097
N (-1.656, -1.935, -1.262)  -0.7049
O (-2.785, 0.020, 0.118)  -0.5265
O (0.193, 2.139, -0.292)  -0.7480
O (3.071, 0.153, 0.387)  -0.7072
O (0.976, -1.223, 1.871)  -0.7054
O (0.219, -0.003, -1.679)  -0.7062
O (-0.709, -2.691, 0.577)  -0.5857
Cl (-4.001, 1.594, 1.747)  -0.0528
H (2.257, 2.844, 0.161)  0.2201
H (1.983, 1.661, -1.238)  0.1808
H (2.191, 1.282, 1.717)  0.2267
H (-0.176, 0.264, 1.174)  0.2425
H (1.374, -1.495, -0.933)  0.2071
H (-2.389, -2.621, -1.071)  0.4268
H (-1.648, -1.540, -2.203)  0.4485
H (-4.406, 1.095, -0.577)  0.1710
H (-0.060, 3.046, -0.374)  0.5107
H (3.000, -0.369, -0.435)  0.4723
H (1.973, -1.412, 1.803)  0.5130
H (0.143, 0.891, -1.365)  0.5070
H (-0.059, -2.321, 1.268)  0.5364

=====

Entry 4:
The following is a DFT calculation (ωB97M-V with the def2-TZVPD basis set) of a molecular structure, C6H13CoO5.

For the highest occupied orbital energy (spin up / spin down), the calculation gives -7.057 / -9.717 eV. The total charge is 0. The electronic energy is -1995.22769 Eh. The calculation puts the gap between HOMO and LUMO (spin up / spin down) at 7.4 / 9.1 eV. Its LUMO energy (spin up / spin down) is 0.011 / -0.023 hartree. Its spin multiplicity is 5.

Last column: Mulliken spin population.
Cartesian coordinates (Å):
O (1.518, 1.071, -1.167)  0.1812
C (0.260, 0.605, -1.076)  0.7774
C (0.120, -0.778, -0.515)  -0.0664
O (1.159, -1.588, -1.103)  0.0488
C (1.604, -2.744, -0.392)  0.0172
C (3.007, -3.058, -0.913)  -0.0013
O (3.813, -1.924, -0.925)  0.0937
Co (2.751, -0.404, -1.273)  2.8544
H (-0.409, 0.860, -1.911)  0.0071
H (-0.869, -1.211, -0.727)  0.0102
H (0.279, -0.799, 0.581)  0.0370
H (0.906, -3.581, -0.548)  0.0019
H (1.641, -2.503, 0.684)  -0.0062
H (2.908, -3.496, -1.927)  0.0025
H (3.423, -3.855, -0.267)  0.0049
H (-1.111, 1.933, -0.220)  -0.0188
O (-1.384, 3.805, 0.953)  0.0045
C (-2.885, 1.613, 1.984)  -0.0012
O (-3.084, 2.232, 0.730)  0.0054
C (-1.950, 2.801, 0.167)  0.0425
H (-3.745, 0.959, 2.166)  -0.0002
H (-1.962, 1.007, 1.983)  0.0022
H (-2.826, 2.354, 2.798)  0.0008
H (-2.277, 3.274, -0.766)  0.0021
H (-0.888, 3.425, 1.685)  0.0002

=====

Entry 5:
The following is a DFT calculation (ωB97M-V with the def2-TZVPD basis set) of a molecular structure, C6H13EuO3.

For the highest occupied orbital energy (spin up / spin down), the calculation gives -8.975 / -12.526 eV. The total charge is +1. The electronic energy is -1172.05984 Eh. The calculation puts the gap between HOMO and LUMO (spin up / spin down) at 4.1 / 8.8 eV. Its LUMO energy (spin up / spin down) is -0.180 / -0.137 hartree. Its spin multiplicity is 8.

Last column: Mulliken spin population.
Cartesian coordinates (Å):
C (2.730, 1.183, 0.115)  -0.0418
O (1.529, 0.475, -0.186)  -0.0928
C (1.545, -0.898, 0.188)  -0.0055
C (0.345, -1.535, -0.483)  -0.0253
O (-0.006, -2.716, 0.129)  0.0041
C (-1.401, -2.878, -0.096)  0.0070
C (-1.934, -1.460, 0.083)  -0.0052
O (-0.797, -0.661, -0.298)  -0.0995
H (2.540, 2.244, -0.081)  0.0220
H (2.995, 1.037, 1.171)  0.0008
H (3.539, 0.822, -0.533)  0.0044
H (1.459, -0.993, 1.280)  0.0037
H (2.473, -1.371, -0.161)  0.0150
H (0.495, -1.659, -1.569)  0.0116
H (-1.795, -3.583, 0.641)  -0.0001
H (-1.581, -3.252, -1.116)  0.0004
H (-2.177, -1.229, 1.127)  0.0044
H (-2.779, -1.223, -0.572)  -0.0068
Eu (-0.448, 1.633, -0.352)  7.5220
C (-1.547, 3.745, 0.121)  -0.3175
H (-1.455, 4.035, 1.182)  0.0020
H (-1.108, 4.565, -0.474)  -0.0006
H (-2.624, 3.718, -0.116)  -0.0023

=====

Entry 6:
The following is a DFT calculation (ωB97M-V with the def2-TZVPD basis set) of 2 unconnected molecules or ions with the total composition C6H13FNO2S.

For the highest occupied orbital energy, the calculation gives -3.930 eV. The total charge is -1. The electronic energy is -939.60583 Eh. The calculation puts the gap between HOMO and LUMO at 7.1 eV. Its LUMO energy is 0.117 hartree. Its spin multiplicity is 1.

Last column: natural (NBO) charge in e.
Cartesian coordinates (Å):
C (-1.409, -1.587, 0.923)  -0.4059
C (1.188, 3.380, -0.293)  -0.6005
C (-0.261, -0.866, 0.936)  -0.2348
C (0.953, 1.947, 0.189)  -0.4125
C (0.066, 0.277, 1.864)  -0.4077
C (-0.064, 1.815, 1.244)  -0.4109
N (0.240, -2.436, -3.035)  -0.4618
O (-3.111, -3.505, 0.183)  -1.0416
O (-0.787, -3.606, -0.691)  -1.0597
F (1.284, -3.034, -3.836)  -0.3150
S (-1.997, -2.719, -0.472)  1.4551
H (-2.177, -1.362, 1.556)  0.1756
H (2.090, 3.425, -0.946)  0.2024
H (1.424, 4.033, 0.548)  0.1851
H (0.385, 3.893, -0.713)  0.2015
H (0.013, -2.923, -2.073)  0.4049
H (0.541, -1.127, 0.253)  0.2017
H (1.963, 1.423, 0.462)  0.1996
H (0.574, 1.375, -0.734)  0.2172
H (-0.524, 0.151, 2.819)  0.1988
H (1.160, 0.137, 2.266)  0.1824
H (-1.084, 1.775, 0.893)  0.2193
H (0.172, 2.331, 2.157)  0.1978
H (-0.640, -2.801, -3.503)  0.3090

=====

Entry 7:
The following is a DFT calculation (ωB97M-V with the def2-TZVPD basis set) of 2 unconnected molecules or ions with the total composition C6H13IN.

For the highest occupied orbital energy (spin up / spin down), the calculation gives -12.272 / -12.272 eV. The total charge is +1. The electronic energy is -588.42464 Eh. The calculation puts the gap between HOMO and LUMO (spin up / spin down) at 8.4 / 8.4 eV. Its LUMO energy (spin up / spin down) is -0.141 / -0.141 hartree. Its spin multiplicity is 1.

Last column: natural (NBO) charge in e.
Cartesian coordinates (Å):
C (-2.376, 0.956, 0.804)  -0.5089
C (-1.484, 0.018, 0.667)  0.2504
C (-1.018, -1.243, 1.236)  -0.7270
C (1.660, 1.306, 0.626)  -0.6137
C (1.531, 0.389, -0.558)  -0.5623
C (0.181, 0.358, -1.143)  -0.0376
N (-0.168, -0.840, -2.069)  -0.7634
I (-0.470, 2.304, -1.983)  0.1784
H (-2.351, 1.824, 0.182)  0.2522
H (-3.396, 1.040, 1.161)  0.2773
H (-0.788, -2.058, 0.590)  0.2150
H (-1.882, -1.595, 1.768)  0.2696
H (-0.320, -0.879, 1.943)  0.2595
H (2.102, 2.275, 0.298)  0.2433
H (2.245, 0.702, 1.352)  0.2341
H (0.823, 1.396, 1.274)  0.2303
H (2.343, 0.583, -1.294)  0.2330
H (1.673, -0.595, -0.158)  0.2178
H (-0.992, -0.780, -2.618)  0.4485
H (-0.301, -1.703, -1.423)  0.4515
H (0.675, -0.752, -2.681)  0.4522

=====

Entry 8:
The following is a DFT calculation (ωB97M-V with the def2-TZVPD basis set) of a molecular structure, C6H13INO2.

For the highest occupied orbital energy, the calculation gives -13.180 eV. The total charge is +1. The electronic energy is -738.87911 Eh. The calculation puts the gap between HOMO and LUMO at 10.1 eV. Its LUMO energy is -0.113 hartree. Its spin multiplicity is 1.

Last column: natural (NBO) charge in e.
Cartesian coordinates (Å):
C (-0.237, 1.284, 0.148)  -0.2592
C (-0.211, 0.822, -1.202)  -0.0240
C (0.923, 1.196, -2.150)  -0.6376
C (-2.848, -1.744, 1.043)  -0.2512
C (2.405, 0.558, 0.932)  -0.2799
C (-0.594, -1.155, 0.416)  0.1578
N (0.245, -0.040, -0.007)  -0.0042
O (-1.904, -0.858, 0.422)  -0.5663
O (1.549, -0.251, 0.121)  -0.3322
I (0.091, -2.869, -0.712)  0.1650
H (0.464, 2.081, 0.588)  0.2555
H (-1.156, 1.322, 0.598)  0.2525
H (-1.312, 0.595, -1.645)  0.2829
H (1.851, 0.848, -1.545)  0.2371
H (0.985, 2.252, -2.397)  0.2523
H (0.760, 0.672, -3.027)  0.2424
H (-2.488, -1.925, 2.156)  0.2006
H (-2.792, -2.610, 0.363)  0.2188
H (-3.734, -1.116, 1.088)  0.2283
H (2.139, 0.854, 1.927)  0.2163
H (2.571, 1.497, 0.390)  0.1858
H (3.330, 0.049, 0.795)  0.2462
H (-0.037, -1.463, 1.697)  0.2129

=====

Entry 9:
The following is a DFT calculation (ωB97M-V with the def2-TZVPD basis set) of 2 unconnected molecules or ions with the total composition C6H13IOS.

For the highest occupied orbital energy (spin up / spin down), the calculation gives -8.253 / -9.030 eV. The total charge is 0. The electronic energy is -1007.28413 Eh. The calculation puts the gap between HOMO and LUMO (spin up / spin down) at 8.6 / 7.5 eV. Its LUMO energy (spin up / spin down) is 0.012 / -0.057 hartree. Its spin multiplicity is 3.

Last column: Mulliken spin population.
Cartesian coordinates (Å):
C (-0.165, 1.754, 1.421)  0.0628
C (-2.060, 0.701, 0.249)  0.0349
C (-0.494, -0.759, 1.592)  0.0257
C (1.946, -1.709, -1.980)  0.0136
C (0.220, 0.169, -0.467)  0.8177
C (-0.620, 0.485, 0.700)  -0.0160
O (-0.634, -1.269, -2.479)  0.0429
S (0.264, -1.525, -1.312)  -0.0113
I (0.705, 1.714, -1.826)  0.0745
H (0.929, 1.798, 1.736)  0.0115
H (-1.006, 2.125, 2.051)  0.0067
H (-0.134, 2.469, 0.564)  -0.0021
H (-2.014, 1.514, -0.579)  -0.0026
H (-2.873, 0.886, 0.883)  0.0101
H (-2.304, -0.217, -0.347)  -0.0047
H (-0.661, -0.578, 2.608)  -0.0024
H (0.505, -1.132, 1.484)  -0.0005
H (-1.106, -1.620, 1.185)  -0.0014
H (2.061, -2.529, -2.597)  0.0020
H (2.620, -2.097, -1.252)  -0.0019
H (2.308, -0.918, -2.606)  -0.0003
H (2.513, 0.738, 0.974)  0.9406

=====

Entry 10:
The following is a DFT calculation (ωB97M-V with the def2-TZVPD basis set) of a molecular structure, C6H13LuO3.

For the highest occupied orbital energy, the calculation gives -17.367 eV. The total charge is +2. The electronic energy is -1696.97489 Eh. The calculation puts the gap between HOMO and LUMO at 7.9 eV. Its LUMO energy is -0.349 hartree. Its spin multiplicity is 1.

Last column: natural (NBO) charge in e.
Cartesian coordinates (Å):
H (-2.504, 1.989, -0.802)  0.2392
C (-2.514, 1.486, 0.174)  -0.2716
H (-2.540, -0.337, -1.659)  0.2389
H (-3.547, 1.212, 0.435)  0.2269
H (-2.091, 2.151, 0.932)  0.2003
C (-2.231, -0.744, -0.686)  -0.1126
H (-3.114, -1.166, -0.181)  0.2132
O (-1.701, 0.321, 0.120)  -0.6741
C (-1.123, -1.772, -0.849)  -0.1121
H (-1.552, -2.670, -1.327)  0.2440
H (-0.367, -1.346, -1.536)  0.1928
O (-0.519, -2.070, 0.381)  -0.9075
C (1.879, -1.495, 0.894)  -0.5686
H (1.837, -1.977, -0.088)  0.2914
O (2.469, 0.421, -0.344)  -0.4602
C (2.298, -0.152, 0.859)  0.0481
C (2.633, 1.832, -0.362)  -0.2678
H (2.015, 2.322, 0.405)  0.1661
H (2.298, 2.171, -1.348)  0.2369
H (2.933, 0.243, 1.663)  0.2501
H (3.677, 2.100, -0.148)  0.2283
Lu (-0.333, -0.482, 1.649)  2.3309
H (2.096, -2.038, 1.818)  0.2675

=====

Entry 11:
The following is a DFT calculation (ωB97M-V with the def2-TZVPD basis set) of a molecular structure, C6H13N.

For the highest occupied orbital energy, the calculation gives -6.073 eV. The total charge is 0. The electronic energy is -290.93413 Eh. The calculation puts the gap between HOMO and LUMO at 4.6 eV. Its LUMO energy is -0.056 hartree. Its spin multiplicity is 1.

Last column: natural (NBO) charge in e.
Cartesian coordinates (Å):
C (2.535, -0.344, -0.862)  -0.4364
N (1.193, -0.822, -0.863)  -0.5748
C (0.170, 0.769, 0.673)  -0.3315
C (-0.655, -0.194, 1.533)  -0.4871
C (-2.053, -0.277, 1.122)  -0.3674
C (0.266, 0.197, -0.785)  -0.1406
C (-1.124, -0.094, -1.319)  -0.3889
H (2.833, 0.186, -1.777)  0.1618
H (3.227, -1.187, -0.755)  0.1953
H (2.794, 0.341, -0.044)  0.1434
H (1.137, 0.938, 1.129)  0.2259
H (-0.371, 1.717, 0.592)  0.1923
H (-0.448, 0.128, 2.553)  0.2508
H (-0.193, -1.145, 1.468)  0.2332
H (-2.496, -1.270, 1.240)  0.2214
H (-2.733, 0.500, 1.495)  0.2127
H (0.570, 1.054, -1.439)  0.2346
H (-1.966, -0.060, -0.290)  0.1958
H (-1.188, -1.111, -1.691)  0.2362
H (-1.498, 0.673, -1.980)  0.2234

=====

Copy entry 8 word for word.
The following is a DFT calculation (ωB97M-V with the def2-TZVPD basis set) of a molecular structure, C6H13INO2.

For the highest occupied orbital energy, the calculation gives -13.180 eV. The total charge is +1. The electronic energy is -738.87911 Eh. The calculation puts the gap between HOMO and LUMO at 10.1 eV. Its LUMO energy is -0.113 hartree. Its spin multiplicity is 1.

Last column: natural (NBO) charge in e.
Cartesian coordinates (Å):
C (-0.237, 1.284, 0.148)  -0.2592
C (-0.211, 0.822, -1.202)  -0.0240
C (0.923, 1.196, -2.150)  -0.6376
C (-2.848, -1.744, 1.043)  -0.2512
C (2.405, 0.558, 0.932)  -0.2799
C (-0.594, -1.155, 0.416)  0.1578
N (0.245, -0.040, -0.007)  -0.0042
O (-1.904, -0.858, 0.422)  -0.5663
O (1.549, -0.251, 0.121)  -0.3322
I (0.091, -2.869, -0.712)  0.1650
H (0.464, 2.081, 0.588)  0.2555
H (-1.156, 1.322, 0.598)  0.2525
H (-1.312, 0.595, -1.645)  0.2829
H (1.851, 0.848, -1.545)  0.2371
H (0.985, 2.252, -2.397)  0.2523
H (0.760, 0.672, -3.027)  0.2424
H (-2.488, -1.925, 2.156)  0.2006
H (-2.792, -2.610, 0.363)  0.2188
H (-3.734, -1.116, 1.088)  0.2283
H (2.139, 0.854, 1.927)  0.2163
H (2.571, 1.497, 0.390)  0.1858
H (3.330, 0.049, 0.795)  0.2462
H (-0.037, -1.463, 1.697)  0.2129